# 1
Computed, not measured: 2 unconnected molecules or ions with the total composition C11H20NP, with ωB97M-V/def2-TZVPD.

Structure (XYZ):
```
33
Properties=species:S:1:pos:R:3:forces:R:3:lowdin_charge:R:1
P -3.43744 2.43325 -2.30985 0.5 0.4 -0.5 0.620
N 0.34987 -1.10518 0.80244 -0.2 -0.2 0.2 -0.018
C 1.07084 -1.84333 1.70227 0.3 -0.2 0.4 -0.299
C -1.54724 -1.39403 -0.81296 0.1 0.0 -0.1 -0.023
C -0.46904 -3.15925 0.74514 -0.2 0.1 -0.2 -0.054
C 2.16118 -1.23713 2.51521 -0.1 0.0 -0.1 -0.022
C -0.59702 -1.90267 0.21529 -0.4 -0.3 -0.2 -0.294
C 1.55446 0.56402 -0.60197 0.1 -0.1 0.0 -0.175
C -0.12531 1.18065 1.16728 0.0 0.0 0.0 -0.087
C 0.56321 0.26024 0.50067 -0.1 0.6 -0.1 -0.252
C -0.07290 2.65541 0.94201 0.0 -0.2 0.0 -0.078
C 0.58165 -3.12236 1.68300 0.2 0.1 0.1 -0.053
C 2.12918 -0.68575 -1.26180 0.0 0.3 0.0 -0.079
H -4.74694 2.81822 -2.05949 -0.6 0.2 0.1 -0.195
H -1.73079 -0.32764 -0.67923 -0.1 0.0 0.0 0.058
H -0.80268 0.85220 1.94574 0.0 -0.2 0.0 0.123
H 2.81710 -0.40195 -2.05467 0.1 0.0 -0.1 0.075
H 1.81366 -0.32931 3.00927 0.1 0.0 0.1 0.076
H 2.37009 1.16092 -0.18337 0.0 0.1 -0.1 0.118
H 1.06034 1.17432 -1.36297 0.1 0.1 0.0 0.112
H -1.15922 -1.54486 -1.82328 0.0 0.1 -0.1 0.076
H 1.33902 -1.29289 -1.69392 0.0 -0.1 -0.1 0.069
H -2.49261 -1.92691 -0.73679 0.0 0.0 0.0 0.081
H -3.17918 2.24650 -0.95945 0.2 0.0 0.6 -0.211
H -1.06446 -4.01457 0.48923 -0.2 -0.1 -0.1 0.097
H 2.48650 -1.94674 3.27231 0.0 0.0 0.0 0.080
H -1.08801 3.03988 0.83064 0.0 0.1 0.0 0.067
H 0.49608 2.90736 0.05358 0.1 0.1 -0.1 0.066
H -3.80019 1.10413 -2.47562 -0.1 -0.6 -0.1 -0.199
H 0.93436 -3.94235 2.27739 0.1 -0.1 0.2 0.096
H 3.02209 -0.97477 1.89810 0.1 0.1 0.0 0.073
H 0.37545 3.15686 1.79914 0.0 0.1 0.0 0.079
H 2.66720 -1.29282 -0.53940 0.1 -0.1 0.0 0.071
```
Forces are in eV/Å.

Computed properties:
gap between HOMO and LUMO	8.3	eV
relative energy (zero: lowest compared OMol25 entry of this formula, charge and spin)	0.0	kJ/mol
maximum force	0.81	eV/Å
SMILES	C/C=C(\CC)n1c(C)ccc1C.P
molar mass	197.26	g mol⁻¹
charge	0

=====

# 2
Computed, not measured: a molecular structure, C11H21AsCrF12O9S2 at a distorted geometry, with ωB97M-V/def2-TZVPD.

Structure (XYZ):
```
57
Properties=species:S:1:pos:R:3:forces:R:3:lowdin_charge:R:1
As 0.03122 4.23748 -0.42988 0.7 -1.2 0.0 0.922
Cr 0.14684 0.25861 -0.16176 0.5 -0.8 -1.9 1.058
S 0.56135 -3.15935 0.00529 3.6 -0.3 -1.7 0.530
S -1.08793 1.21397 2.91901 1.3 4.5 -0.4 0.560
F -1.65205 4.44393 -1.05203 1.5 0.2 0.8 -0.303
F -1.66110 -4.14091 1.16464 -2.4 -0.1 -0.6 0.183
F -1.89334 0.11912 5.13422 -0.8 -0.1 1.4 0.160
F 0.06341 -5.34900 1.35484 0.9 -4.4 -1.1 0.172
F -0.38602 -1.04272 4.06891 -1.4 0.3 0.3 0.082
F -0.08559 -3.71466 2.52520 -0.2 1.4 1.2 0.117
F 0.52577 4.42357 -2.16100 0.0 -0.3 1.7 -0.310
F 0.37357 5.93779 -0.17809 -0.3 -0.3 -0.4 -0.296
F -0.19246 2.46269 -0.64594 0.1 0.6 0.0 -0.281
F 1.72874 3.81322 0.17064 -2.3 0.9 -1.1 -0.296
F -0.58510 4.18720 1.21307 0.4 -0.1 -1.1 -0.253
F -2.46351 -0.98770 3.33857 -0.5 -0.6 0.5 0.146
O -0.11101 1.95589 3.74748 -0.7 -2.2 -0.7 -0.330
O 2.02394 -3.43432 0.19155 -3.1 -0.5 0.2 -0.337
O -2.29405 2.02033 2.80950 -0.5 -1.5 0.2 -0.321
O -0.58537 0.82738 1.58127 -0.5 -0.7 2.4 -0.390
O 2.09300 0.56674 0.65833 0.3 0.1 0.3 -0.313
O -0.00396 -3.57444 -1.25819 -0.2 -0.9 0.5 -0.313
O 0.29118 -1.77942 0.28531 -1.2 1.7 1.2 -0.348
O -1.90673 0.08709 -0.60292 0.5 -0.1 -0.5 -0.305
O 0.88815 -0.08448 -2.13854 -0.6 -0.4 1.0 -0.281
C 0.29477 -1.26911 -4.34490 0.2 0.1 0.4 -0.079
C 3.43770 1.76762 2.31911 -1.7 0.5 0.6 -0.085
C -2.99970 -0.75969 -0.27474 2.2 0.6 1.3 -0.532
C -0.38565 -4.16569 1.30856 2.4 3.5 0.1 -0.778
C 3.39623 0.66378 1.25907 -1.1 0.7 -1.3 -0.557
C 3.86900 -0.64913 1.79319 -0.4 -1.9 0.8 -0.090
C 0.55971 0.00776 -3.48600 -0.5 0.0 0.2 -0.585
C -1.53714 -0.28434 3.95739 3.1 0.5 -2.8 -0.673
C -3.33762 -1.74139 -1.39395 -1.9 -0.1 -0.4 -0.072
C 1.66278 0.75429 -4.18074 1.4 0.5 0.6 -0.106
C -4.19662 0.07493 0.26285 -0.7 0.4 -1.8 -0.065
H 4.93171 -0.88373 1.85411 0.6 0.9 0.1 0.052
H 4.14883 1.01015 0.55074 0.1 -0.1 -1.0 0.104
H 2.01632 1.54800 -3.52261 -0.4 0.4 -0.1 0.074
H 1.45367 1.13325 -5.18113 -0.1 0.0 -0.1 0.059
H 2.53639 0.10246 -4.18559 0.2 -0.3 -0.4 0.066
H -4.02539 0.99942 0.81430 0.9 -0.5 0.4 0.065
H -3.57129 -1.25158 -2.33924 1.0 0.4 -0.3 0.067
H -2.67525 -1.36900 0.56881 0.0 -0.4 0.4 0.100
H 3.45432 -0.78783 2.79164 0.0 -0.1 0.3 0.068
H -2.77743 -2.66852 -1.51530 0.9 0.6 0.0 0.062
H 1.13605 -1.95503 -4.44412 0.1 -0.4 0.9 0.059
H -0.63214 -1.74568 -4.02580 0.2 -0.3 -0.1 0.062
H 3.13899 2.71634 1.87324 0.0 0.0 -0.2 0.053
H 3.52840 -1.53109 1.25075 -0.6 0.3 -0.5 0.056
H 0.23492 -0.96603 -5.39020 -0.7 0.5 -0.2 0.044
H -4.68340 0.48052 -0.62407 -0.2 0.2 -0.5 0.053
H 4.28478 1.98620 2.96933 0.8 -0.6 -0.4 0.051
H 2.63183 1.56467 3.02444 -0.3 -0.1 0.1 0.061
H -5.02029 -0.47414 0.71913 0.3 -0.5 0.4 0.052
H -4.33598 -2.16239 -1.27505 -0.6 -0.1 0.9 0.044
H -0.35725 0.56679 -3.67246 -0.5 0.4 0.4 0.118
```
Forces are in eV/Å.

Computed properties:
expectation value of S²	3.786
gap between HOMO and LUMO (alpha / beta)	6.3 / 6.2	eV
maximum force	4.69	eV/Å
spin multiplicity	4
molar mass	716.31	g mol⁻¹
charge	-3

=====

# 3
Computed, not measured: a single C11H21BrClNO6P2S molecule at a distorted geometry, with ωB97M-V/def2-TZVPD.

Structure (XYZ):
```
44
Properties=species:S:1:pos:R:3:forces:R:3:lowdin_charge:R:1
Br 2.85150 -0.82574 3.38916 -0.2 -0.2 0.0 0.662
Cl -5.24564 -0.43663 0.54326 0.3 -0.1 0.0 0.707
S -1.53286 2.10332 0.32940 -0.1 0.0 -0.4 0.955
P 0.12779 0.76699 -2.42197 -2.3 -0.1 -0.5 0.916
P -0.22298 -2.40029 -1.21240 -0.7 -0.3 -0.7 0.490
O -2.11834 0.63920 -0.14872 1.0 0.3 -0.1 -0.294
O -0.57901 -3.72435 -0.35152 0.3 0.5 0.4 -0.136
O -0.16025 1.66706 1.12000 -0.4 -0.3 -0.7 -0.314
O -2.38698 2.49576 1.39842 -0.5 0.5 0.8 -0.346
O -3.67243 -1.01799 2.53761 -0.4 0.0 -2.5 0.045
O 1.33554 -2.58018 -1.56845 -0.1 0.0 0.4 -0.140
N -1.11029 -2.29102 -2.45385 0.1 0.2 0.1 -0.126
C 0.67003 0.16936 -0.71020 0.0 0.3 -0.6 -0.399
C -0.20283 -0.95421 -0.07745 0.1 0.1 -0.4 -0.263
C -2.67390 -1.55885 0.43744 -0.5 0.7 0.3 -0.126
C 0.46592 2.56629 -2.55473 1.1 -0.3 0.0 -0.309
C 2.07639 0.86813 1.26293 -0.4 0.4 0.3 -0.189
C 1.51312 1.67099 3.61112 -0.7 -0.4 -0.2 -0.128
C 0.95776 1.29352 0.28061 0.7 -0.4 0.8 -0.345
C 1.55933 0.49344 2.64604 1.1 0.0 0.3 -0.696
C -3.78778 -1.03674 1.32417 0.2 -0.1 2.6 -0.773
C -1.57346 -0.50538 0.48406 -0.2 -0.6 0.0 -0.364
C 1.23589 -0.00670 -3.65602 0.5 0.3 1.0 -0.288
H 0.62973 -0.04305 2.63345 -0.3 -0.2 -0.1 0.061
H -0.48253 -3.58018 0.59446 0.0 -0.3 0.2 0.071
H 1.61881 -0.31920 -0.87610 0.4 0.1 -0.1 0.085
H 1.30552 2.19679 -0.19850 0.0 0.1 -0.5 0.120
H -2.31930 -2.43759 0.95012 0.0 -0.5 0.0 0.117
H 0.37644 -1.28355 0.78751 0.1 -0.2 0.3 0.118
H 1.00394 0.39375 -4.63004 -0.2 0.2 -0.3 0.036
H 2.28721 0.15503 -3.43314 0.3 0.0 -0.1 0.039
H 1.80421 -2.78097 -0.74852 0.5 -0.1 -0.1 0.084
H 2.38277 1.68328 4.23963 0.4 0.2 0.2 0.048
H 1.51465 2.84531 -2.47254 0.2 0.1 0.1 0.039
H -1.76185 -3.06166 -2.49496 -0.1 0.0 -0.4 0.005
H 1.03026 -1.06553 -3.65466 -0.1 -0.3 -0.1 0.001
H -2.99369 -1.74628 -0.57362 -0.1 -0.2 -0.3 0.108
H 0.63636 1.57618 4.23472 -0.2 0.1 0.3 0.085
H -1.44027 -0.30633 1.53901 0.1 0.3 0.3 0.132
H 2.74135 1.70978 1.39790 0.3 0.2 0.1 0.120
H 1.42724 2.59892 3.06618 0.0 0.3 -0.1 0.078
H 0.15204 2.83707 -3.55243 -0.2 0.0 -0.4 0.034
H 2.67864 0.07337 0.85359 0.0 -0.3 -0.3 0.080
H -0.11804 3.15888 -1.87098 -0.2 0.1 0.3 0.002
```
Forces are in eV/Å.

Computed properties:
gap between HOMO and LUMO	7.8	eV
maximum force	2.57	eV/Å
molar mass	472.66	g mol⁻¹
charge	0

=====

E_tot for every record listed, in sequence, given in eV: -22509.2097; -173717.3133; -137500.6008.